Entry w
{
  "formula": "C17H35AuN4O2PSeSi",
  "method": "ωB97M-V/def2-TZVPD",
  "charge": 1,
  "gap_ev": [6.00, 6.00],
  "homo_energy_ha": [-0.4157, -0.4156],
  "elements": ["Au", "C", "C", "C", "C", "C", "C", "C", "C", "N", "H", "H", "H", "H", "H", "H", "C", "Si", "C", "C", "Se", "H", "H", "H", "H", "H", "H", "H", "H", "H", "C", "N", "C", "P", "O", "N", "C", "C", "N", "C", "C", "H", "H", "H", "H", "H", "H", "H", "H", "H", "H", "H", "H", "H", "H", "H", "H", "H", "H", "O", "H", "H"],
  "positions_angstrom": [[1.0716, -1.1603, -1.1090], [3.1596, -1.1658, -1.0769], [3.6419, -0.6198, 0.2082], [4.0651, 0.7066, 0.3234], [4.4348, 1.2312, 1.5427], [4.3717, 0.4385, 2.6888], [3.9905, -0.8966, 2.5883], [3.6416, -1.4168, 1.3573], [4.6582, 1.0205, 3.9737], [4.8544, 1.5095, 4.9952], [3.3545, -2.2370, -1.1706], [3.4961, -0.6184, -1.9551], [4.1349, 1.3085, -0.5739], [4.7715, 2.2563, 1.6262], [3.9777, -1.5178, 3.4738], [3.3390, -2.4567, 1.2822], [2.8981, 3.4204, -1.9065], [1.0984, 3.3016, -1.4409], [0.5932, 4.5560, -0.1641], [0.0337, 3.2887, -2.9687], [0.6989, 1.2891, -0.2726], [3.1001, 4.4121, -2.3249], [3.1606, 2.6797, -2.6653], [3.5537, 3.2875, -1.0437], [0.7907, 5.5637, -0.5402], [1.1519, 4.4243, 0.7652], [-0.4711, 4.4827, 0.0685], [0.2839, 4.1422, -3.6077], [-1.0289, 3.3581, -2.7275], [0.1932, 2.3771, -3.5484], [-2.5355, 0.6537, -1.9994], [-3.1246, -0.2414, -1.0055], [-4.4885, 0.1056, -0.6217], [-2.2053, -1.3427, -0.2115], [-1.0446, -1.7826, -1.0849], [-1.6585, -0.7716, 1.2280], [-2.4342, 0.1319, 2.0614], [-0.5524, -1.4304, 1.9223], [-3.2932, -2.5400, 0.1158], [-3.9184, -3.2045, -1.0332], [-3.1428, -3.4149, 1.2732], [-3.2118, 0.7441, -2.8527], [-1.5914, 0.2492, -2.3510], [-2.3550, 1.6478, -1.5867], [-5.1443, 0.0376, -1.4929], [-4.5455, 1.1285, -0.2391], [-4.8515, -0.5810, 0.1383], [-3.1918, 0.6395, 1.4724], [-1.7686, 0.8877, 2.4853], [-2.9220, -0.3954, 2.8876], [-0.1741, -2.2684, 1.3387], [-0.8748, -1.8042, 2.8996], [0.2659, -0.7228, 2.0907], [-3.9006, -2.5472, -1.8998], [-4.9551, -3.4474, -0.7940], [-3.3990, -4.1322, -1.2911], [-2.6814, -2.8797, 2.0982], [-2.5387, -4.2991, 1.0444], [-4.1299, -3.7507, 1.5924], [1.0842, -3.5706, -0.4375], [0.3904, -3.9489, -0.9959], [1.8735, -4.1150, -0.5486]],
  "mulliken_charge": [0.54, -1.52, 0.54, 0.03, -0.72, 0.56, -0.97, -0.13, -0.13, -0.44, 0.56, 0.46, 0.47, 0.50, 0.49, 0.30, -1.00, 0.23, -1.07, -1.01, 0.05, 0.45, 0.30, 0.24, 0.40, 0.32, 0.33, 0.41, 0.29, 0.30, -1.02, 0.52, -1.24, 0.39, -1.07, 0.76, -0.97, -1.46, 0.30, -1.10, -0.86, 0.32, 0.23, 0.31, 0.31, 0.37, 0.38, 0.23, 0.31, 0.28, 0.48, 0.44, 0.30, 0.35, 0.37, 0.33, 0.23, 0.30, 0.32, -0.50, 0.30, 0.28]
}



Entry x
{
  "formula": "C17H35AuN4O2PSeSi",
  "method": "ωB97M-V/def2-TZVPD",
  "charge": 1,
  "gap_ev": 6.80,
  "homo_energy_ha": -0.4201,
  "elements": ["Au", "C", "C", "C", "C", "C", "C", "C", "C", "N", "H", "H", "H", "H", "H", "H", "C", "Si", "C", "C", "Se", "H", "H", "H", "H", "H", "H", "H", "H", "H", "C", "N", "C", "P", "O", "N", "C", "C", "N", "C", "C", "H", "H", "H", "H", "H", "H", "H", "H", "H", "H", "H", "H", "H", "H", "H", "H", "H", "H", "O", "H", "H"],
  "positions_angstrom": [[0.0308, -0.7872, 0.9789], [-0.1931, -2.1964, 2.4407], [-0.7144, -1.0290, 3.1649], [0.1914, -0.0639, 3.6576], [-0.2732, 1.1293, 4.1859], [-1.6404, 1.3756, 4.2242], [-2.5556, 0.4332, 3.7394], [-2.0980, -0.7481, 3.2044], [-2.1204, 2.6253, 4.7488], [-2.4940, 3.6310, 5.1578], [-0.9138, -2.9665, 2.1908], [0.7778, -2.5710, 2.7405], [1.2523, -0.2797, 3.6250], [0.4179, 1.8692, 4.5643], [-3.6145, 0.6469, 3.7808], [-2.7979, -1.4791, 2.8191], [-0.2376, -5.3253, 0.6067], [-0.5783, -4.0583, -0.7167], [-2.2977, -3.3459, -0.5648], [-0.2893, -4.7940, -2.4027], [0.9647, -2.3324, -0.6382], [-0.9217, -6.1692, 0.4827], [-0.3618, -4.9453, 1.6212], [0.7811, -5.7052, 0.5145], [-3.0400, -4.1415, -0.6674], [-2.4830, -2.6094, -1.3484], [-2.4615, -2.8619, 0.4003], [-0.9354, -5.6643, -2.5424], [0.7434, -5.1268, -2.5197], [-0.5084, -4.0778, -3.1956], [-1.2942, 3.9617, -1.4698], [0.0402, 3.5081, -1.0874], [0.6751, 4.3866, -0.1059], [0.4596, 1.9251, -1.1674], [0.0224, 1.0941, 0.0177], [2.1025, 1.9753, -1.2345], [2.8987, 0.8237, -0.8188], [2.8178, 2.8813, -2.1297], [-0.2799, 1.3423, -2.5110], [-1.2060, 0.2190, -2.5080], [0.0985, 1.8207, -3.8345], [-1.2231, 4.9651, -1.8921], [-1.9619, 3.9999, -0.6043], [-1.7240, 3.2993, -2.2157], [0.7971, 5.3825, -0.5351], [1.6525, 4.0027, 0.1736], [0.0600, 4.4731, 0.7942], [2.4663, 0.3484, 0.0573], [3.8934, 1.1761, -0.5434], [3.0038, 0.0806, -1.6153], [2.2110, 3.7545, -2.3552], [3.0967, 2.3906, -3.0667], [3.7316, 3.2188, -1.6375], [-1.5922, 0.0525, -1.5058], [-0.7283, -0.7010, -2.8547], [-2.0464, 0.4507, -3.1669], [0.6324, 2.7660, -3.7634], [-0.7994, 1.9902, -4.4328], [0.7296, 1.0984, -4.3595], [3.0056, -1.4366, 2.1120], [3.8124, -1.5977, 2.6139], [3.0186, -2.0844, 1.3944]],
  "mulliken_charge": [1.87, -0.46, -0.60, -0.23, -0.80, 0.68, -0.81, -0.11, -0.16, -0.41, 0.39, 0.53, 0.47, 0.51, 0.51, 0.40, -1.07, 0.53, -0.72, -1.08, -0.55, 0.39, 0.33, 0.31, 0.43, 0.24, 0.03, 0.35, 0.33, 0.30, -0.95, 0.28, -1.08, -0.51, -1.11, 0.45, -0.61, -1.10, 0.69, -1.02, -1.04, 0.32, 0.31, 0.28, 0.35, 0.34, 0.33, -0.07, 0.33, 0.31, 0.42, 0.31, 0.37, 0.17, 0.31, 0.37, 0.33, 0.40, 0.28, -0.56, 0.26, 0.28]
}



From most stable to least stable, the computed energies give entry x, entry w.



Entry w
{
  "formula": "C4H4O3S",
  "method": "ωB97M-V/def2-TZVPD",
  "gap_ev": 9.18,
  "homo_energy_ha": -0.3334,
  "elements": ["C", "C", "C", "C", "O", "O", "O", "S", "H", "H", "H", "H"],
  "positions_angstrom": [[-0.8719, 0.8375, -0.5886], [0.4619, 0.8505, -0.4040], [-1.6353, -1.2946, 0.3750], [-1.9235, -0.2001, -0.3223], [-1.3848, -2.3816, 0.7103], [1.6709, -0.2606, 1.4526], [2.8366, 0.1025, -0.7028], [1.6062, -0.4670, -0.1809], [-1.1751, 1.8205, -1.0268], [1.1149, 1.8427, -0.6781], [2.3034, -0.8680, 1.9049], [-3.0035, 0.0181, -0.5394]],
  "mulliken_charge": [0.17, -0.51, 0.60, -0.63, -0.33, -0.46, -0.57, 0.60, 0.28, 0.23, 0.32, 0.30]
}



Entry x
{
  "formula": "C4H4O3S",
  "method": "ωB97M-V/def2-TZVPD",
  "gap_ev": 9.37,
  "homo_energy_ha": -0.3924,
  "smiles": "O=C(O)/C=C\\C(=O)S",
  "elements": ["O", "C", "O", "C", "C", "C", "O", "S", "H", "H", "H", "H"],
  "positions_angstrom": [[-3.3001, 0.4118, -0.2906], [-2.1649, 0.0102, -0.0263], [-1.8279, -1.3088, 0.3085], [-1.0810, 1.1091, 0.0423], [0.2696, 1.0581, 0.1849], [1.0899, -0.0845, -0.0222], [0.7016, -1.2065, -0.1985], [2.8373, 0.0203, -0.0445], [-0.9085, -1.5224, 0.3923], [-1.5152, 2.0779, 0.1822], [0.7118, 2.0592, 0.4989], [3.0442, 1.3310, 0.0097]],
  "mulliken_charge": [-0.51, 0.37, -0.48, -0.30, -0.42, 1.09, -0.65, -0.19, 0.42, 0.35, 0.19, 0.12]
}



From most stable to least stable, the computed energies give entry x, entry w.



Entry w
{
  "formula": "C2H7N3P",
  "method": "ωB97M-V/def2-TZVPD",
  "charge": 1,
  "gap_ev": 8.73,
  "homo_energy_ha": -0.5162,
  "elements": ["C", "C", "N", "N", "N", "P", "H", "H", "H", "H", "H", "H", "H"],
  "positions_angstrom": [[-0.8396, -0.1882, -0.3046], [-0.9852, 0.5455, 1.0482], [1.4224, 0.8623, -0.1042], [0.5537, -0.7586, -0.3488], [1.0386, -1.4304, -1.3294], [0.6206, 1.3854, 1.0534], [-1.4919, -1.0417, -0.2273], [-1.0644, 0.5061, -1.1058], [-1.7286, 1.3744, 1.0039], [-1.2845, -0.0595, 1.8111], [0.9027, -1.3745, -2.3391], [1.8803, -2.1117, -1.1663], [0.9760, 2.2910, 2.0090]],
  "mulliken_charge": [-0.36, -0.72, -0.31, 0.13, -0.45, 0.42, 0.38, 0.37, 0.38, 0.44, 0.24, 0.29, 0.20]
}



Entry x
{
  "formula": "C2H7N3P",
  "method": "ωB97M-V/def2-TZVPD",
  "charge": 1,
  "gap_ev": 9.40,
  "homo_energy_ha": -0.5419,
  "smiles": "NN1CC[PH]#[N+]1",
  "elements": ["N", "N", "C", "C", "P", "N", "H", "H", "H", "H", "H", "H", "H"],
  "positions_angstrom": [[-1.8492, -0.9722, -1.0855], [-0.3107, -0.3503, -0.6205], [-0.3818, 0.6934, 0.3445], [0.8997, 0.6577, 1.1770], [2.0367, 0.0577, -0.2081], [0.7874, -0.7458, -0.9758], [-2.4829, -0.1779, -1.2130], [-1.5773, -1.5556, -1.8505], [-1.4448, 0.4877, 0.7989], [-0.3203, 1.6879, -0.0691], [1.2343, 1.6574, 1.4770], [0.9517, -0.1312, 2.0345], [2.4570, -1.3088, 0.1904]],
  "mulliken_charge": [-0.42, 0.53, -0.42, -0.61, 0.14, -0.35, 0.31, 0.30, 0.37, 0.28, 0.38, 0.33, 0.17]
}



From most stable to least stable, the computed energies give entry x, entry w.



Entry w
{
  "formula": "C7H31NO7",
  "method": "ωB97M-V/def2-TZVPD",
  "gap_ev": 9.31,
  "homo_energy_ha": -0.3387,
  "smiles": "CCCCNCCC.O.O.O.O.O.O.O",
  "elements": ["C", "C", "C", "C", "N", "C", "C", "C", "H", "H", "H", "H", "H", "H", "H", "H", "H", "H", "H", "H", "H", "H", "H", "H", "H", "O", "H", "H", "O", "H", "H", "O", "H", "H", "O", "H", "H", "O", "H", "H", "O", "H", "H", "O", "H", "H"],
  "positions_angstrom": [[1.4500, 3.3412, -0.7278], [1.8402, 1.8656, -0.9347], [1.9815, 1.1570, 0.4238], [0.6473, 1.0646, 1.1294], [-0.2137, -0.0319, 0.5151], [-0.5035, -1.0692, 1.5118], [-1.4659, -2.0672, 0.7949], [-2.9143, -1.5400, 0.9407], [1.4070, 3.8778, -1.6853], [0.4938, 3.5910, -0.2612], [2.1261, 3.7864, -0.0026], [1.0145, 1.3424, -1.4359], [2.6438, 1.7247, -1.6492], [2.3039, 0.0987, 0.2557], [2.8343, 1.6458, 0.9523], [0.5971, 0.7751, 2.1933], [0.1208, 2.0243, 1.1273], [0.3054, -0.4189, -0.2638], [0.4152, -1.5423, 1.9200], [-1.0007, -0.6658, 2.4021], [-1.3290, -2.3186, -0.2533], [-1.3903, -3.0193, 1.3084], [-3.2641, -1.0901, -0.0008], [-3.6714, -2.2417, 1.2831], [-2.9167, -0.6597, 1.5759], [0.9739, -3.0982, -1.6532], [1.9308, -3.1096, -1.7645], [0.9312, -2.7030, -0.7741], [-2.4479, 2.2648, 3.2214], [-1.9031, 2.8540, 2.6986], [-2.0844, 1.4150, 2.9118], [-0.7508, -1.7922, -3.1631], [-0.0075, -2.0037, -2.5365], [-1.3631, -2.4859, -2.9336], [-2.2015, 0.4929, -2.8245], [-2.8198, 0.3747, -3.5346], [-1.6260, -0.2946, -2.8562], [-4.0478, 1.4363, -1.0390], [-3.3424, 0.9092, -1.5062], [-3.4425, 2.1798, -0.8843], [3.3632, -1.0928, 2.2797], [3.8617, -0.2745, 2.4154], [2.4631, -0.8907, 2.5383], [3.3808, -1.5260, -0.5644], [3.7565, -1.0431, 0.1837], [3.8643, -1.2421, -1.3339]],
  "mulliken_charge": [-1.36, -0.01, -0.26, -0.69, 0.08, -0.70, -0.21, -0.91, 0.38, 0.31, 0.33, 0.00, 0.45, -0.06, 0.40, 0.57, -0.06, 0.09, 0.00, 0.56, 0.04, 0.44, 0.18, 0.33, 0.14, -0.70, 0.33, 0.28, -0.66, 0.31, 0.36, -0.73, 0.36, 0.33, -0.67, 0.28, 0.44, -0.63, 0.39, 0.30, -0.67, 0.34, 0.31, -0.60, 0.30, 0.30]
}



Entry x
{
  "formula": "C7H31NO7",
  "method": "ωB97M-V/def2-TZVPD",
  "gap_ev": 8.92,
  "homo_energy_ha": -0.3167,
  "smiles": "CCNCCC(C)C.O.O.O.O.O.O.O",
  "elements": ["C", "C", "N", "C", "C", "C", "C", "C", "H", "H", "H", "H", "H", "H", "H", "H", "H", "H", "H", "H", "H", "H", "H", "H", "H", "O", "H", "H", "O", "H", "H", "O", "H", "H", "O", "H", "H", "O", "H", "H", "O", "H", "H", "O", "H", "H"],
  "positions_angstrom": [[2.6582, 0.3863, -1.6725], [2.1888, 1.7137, -1.1246], [0.7392, 1.4670, -0.7493], [-0.2984, 2.4085, -1.2193], [-1.5810, 2.4092, -0.4121], [-1.3737, 1.8064, 0.9936], [-0.9736, 2.7455, 2.0825], [-2.7795, 1.2221, 1.3077], [2.2326, 0.4097, -2.7516], [3.6971, 0.3284, -1.5465], [2.1565, -0.3834, -1.1419], [2.7682, 2.0783, -0.2753], [2.0986, 2.6171, -1.7846], [0.3924, 0.4749, -1.0060], [-0.5847, 1.9843, -2.2630], [0.2000, 3.3761, -1.3777], [-2.0245, 3.4284, -0.1524], [-2.3998, 2.0566, -1.0368], [-0.6217, 0.9742, 0.9643], [-1.4216, 2.5153, 3.0497], [-0.9170, 3.8026, 1.9083], [0.0592, 2.4050, 2.2798], [-3.2278, 1.4477, 2.2833], [-2.8121, 0.2106, 0.8852], [-3.6125, 1.7959, 0.9097], [-1.7724, -3.4967, 1.1678], [-1.7964, -2.5853, 1.4420], [-1.1804, -3.5096, 0.3124], [3.1141, -1.6023, 0.2156], [3.6121, -0.7907, 0.3708], [2.2826, -1.6890, -0.2006], [-1.0540, -3.7947, -1.2418], [-1.1566, -3.2521, -2.0277], [-0.2420, -4.2893, -1.3615], [-0.2501, -1.2159, -0.1574], [-0.8114, -0.5973, 0.3006], [-0.0324, -2.0439, 0.3285], [-0.7792, -1.4725, -3.1040], [-0.4409, -1.1796, -2.2435], [-1.3986, -0.7439, -3.0538], [0.7555, -0.8186, 2.4598], [0.7483, -0.1088, 1.7593], [1.6545, -0.7297, 2.8843], [1.2158, -3.2294, 1.0273], [0.9516, -2.8130, 1.8561], [2.0170, -3.7181, 1.1152]],
  "mulliken_charge": [-0.52, -0.39, 0.33, -0.75, -0.99, 4.30, -1.63, -1.43, 0.25, 0.46, -0.46, 0.25, 0.36, -0.30, 0.18, 0.51, 0.42, 0.42, -3.32, 0.38, 0.30, 0.38, 0.37, 0.30, 0.39, -0.64, 0.29, 0.41, -0.64, 0.32, 0.33, -0.64, 0.32, 0.30, 0.32, 0.24, -0.35, -0.72, 0.30, 0.35, -0.63, 0.30, 0.32, -0.57, 0.32, 0.25]
}



From most stable to least stable, the computed energies give entry w, entry x.